[1]
Here is a structure of composition C29H54N3OP2Sr from the Open Molecules 2025 dataset. Energies are from wB97M-V/def2-TZVPD.

```
90
Properties=species:S:1:pos:R:3:forces:R:3:lowdin_charge:R:1
Sr -0.291269 0.142462 1.665246 0.444 -0.714 0.132 1.149
P -3.011283 -1.105201 0.566109 0.328 0.299 0.342 1.073
P 2.809057 0.892323 0.394443 0.377 1.793 0.802 0.994
O -0.049174 4.030646 2.800096 -0.727 -2.584 -0.539 0.090
N -0.054926 -1.699069 3.637336 -0.113 -0.145 0.329 -0.037
N 0.209556 1.507085 -0.269842 1.420 0.210 -4.966 -0.003
N -0.217856 -1.430159 -0.370207 0.794 0.196 -0.757 -0.035
C -1.083411 1.852873 -3.182352 -0.400 -0.301 0.286 -0.050
C 3.787544 0.821036 2.080188 -0.017 -0.538 -1.481 -0.680
C 0.644246 1.570982 -1.377446 -4.227 1.846 2.505 -0.116
C 3.789846 2.642449 -1.499325 0.202 -0.155 -0.061 -0.110
C 2.775260 0.500919 3.189533 0.185 -0.068 0.155 -0.141
C 3.965600 1.154386 -1.147569 0.156 -0.193 1.036 -0.660
C -3.817834 1.561123 0.879660 -0.073 -0.100 -0.088 -0.116
C -4.236347 0.304486 0.079690 0.012 -0.670 0.042 -0.678
C 2.066879 -0.675639 0.284730 -0.492 -1.239 1.801 -0.443
C -5.699440 -0.050515 0.361631 -0.279 0.403 -0.117 -0.098
C 1.154329 -1.494081 -0.525970 -0.252 -0.805 -0.017 -0.365
C 1.276397 1.942638 -3.862245 0.256 0.062 -0.436 -0.066
C -3.751009 -2.513679 1.574645 -0.458 0.327 -0.181 -0.710
C -0.326123 2.944823 2.581848 0.780 2.659 0.547 -0.005
C -4.971271 -3.140964 0.881832 -0.260 -0.342 0.373 -0.090
C -0.533842 -3.245057 -1.913709 -0.097 0.370 0.304 -0.038
C 4.856819 -0.276040 2.070252 0.353 0.091 0.630 -0.102
C 0.849304 -3.422415 -1.987800 -0.041 0.080 0.298 -0.048
C 1.686022 -2.556392 -1.303707 -0.094 0.090 0.192 -0.038
C -1.025216 -2.238955 -1.080891 -0.129 -0.106 -0.080 -0.336
C 4.403633 2.213637 2.320118 -0.058 -0.141 0.119 -0.098
C 0.312855 2.283901 -2.738881 0.885 -0.285 -0.280 -0.554
C 3.450771 0.234132 -2.249672 0.091 0.143 -0.019 -0.106
C -2.665096 -3.601475 1.719017 0.014 0.030 0.034 -0.088
C -4.136094 -1.983211 2.970539 -0.046 -0.185 -0.003 -0.092
C -4.107155 0.610155 -1.419561 0.026 0.154 0.012 -0.106
C -2.549930 -2.027134 -0.964736 0.390 0.093 -0.430 -0.269
C 0.349039 3.794894 -2.488938 0.044 0.221 0.481 -0.037
C 5.432990 0.816567 -0.898613 0.232 0.157 -0.489 -0.104
H 1.978929 1.257406 3.271469 0.093 -0.011 -0.129 0.044
H 4.944928 2.210700 3.279134 -0.072 0.014 -0.207 0.088
H -0.357463 4.065392 -1.694295 0.171 0.016 -0.154 0.092
H -4.777309 -3.398983 -0.166148 -0.052 0.039 0.248 0.075
H 2.329562 -0.499794 3.081481 0.155 0.253 -0.150 0.042
H 1.355625 4.115709 -2.191372 -0.355 0.037 -0.088 0.081
H 2.371512 0.343307 -2.387560 0.192 -0.232 -0.012 0.034
H 5.288433 -0.345978 3.079117 0.051 -0.126 -0.101 0.085
H 5.116356 2.511976 1.537154 -0.240 -0.190 0.219 0.065
H 4.175257 3.294583 -0.700055 -0.115 -0.226 -0.219 0.081
H -6.031984 -0.900878 -0.248526 0.123 0.294 0.216 0.079
H 3.652125 -0.816085 -2.018174 -0.028 0.232 0.010 0.069
H 0.071032 4.341782 -3.402940 0.078 -0.339 0.210 0.105
H -4.942088 -1.238295 2.929874 0.230 -0.220 0.009 0.068
H -3.878884 1.409273 1.968119 -0.013 -0.022 -0.263 0.080
H 5.982434 0.999471 -1.834495 0.080 -0.032 0.154 0.089
H -4.552312 -0.177476 -2.042314 0.143 0.171 0.173 0.090
H 5.564808 -0.244352 -0.651899 -0.045 0.264 -0.039 0.079
H -1.712461 -3.205274 2.101201 -0.217 -0.039 -0.163 0.054
H -5.855095 -2.497204 0.918307 0.278 -0.218 0.060 0.060
H 2.705731 -1.335302 0.891830 -0.017 -0.384 -0.656 0.035
H 1.265102 -4.253108 -2.549474 -0.040 0.136 -0.046 0.112
H 2.728514 2.887884 -1.637425 0.407 -0.057 0.136 0.021
H -1.130037 0.756762 -3.271780 -0.108 0.303 0.014 0.096
H -0.945445 -2.119497 3.919783 0.372 0.084 -0.046 0.024
H 2.304225 2.233631 -3.627155 -0.241 -0.166 -0.111 0.067
H -5.230470 -4.075069 1.404264 0.022 0.172 -0.158 0.096
H 2.772861 -2.685273 -1.304481 -0.477 0.045 -0.152 0.113
H -3.085310 -2.986907 -1.038387 0.341 0.309 0.090 0.074
H -1.843399 2.198827 -2.470728 0.196 -0.121 -0.150 0.073
H 5.682548 -0.073639 1.382985 -0.284 0.034 0.246 0.055
H -1.232049 -3.875440 -2.456482 0.174 0.030 0.056 0.114
H 5.898230 1.437243 -0.122829 -0.132 -0.171 -0.180 0.066
H -2.464362 -4.112504 0.767413 -0.002 0.157 0.260 0.084
H -2.793081 1.889709 0.627699 -0.277 -0.173 0.013 0.052
H -4.652163 1.542242 -1.637637 0.137 -0.215 0.060 0.100
H 1.233756 0.877363 -4.109205 0.120 0.159 0.008 0.096
H -2.887118 -1.456767 -1.843226 0.236 -0.124 0.257 0.075
H -1.322567 2.291086 -4.165924 0.260 -0.126 0.371 0.106
H -3.281373 -1.519593 3.487740 -0.148 -0.122 -0.162 0.063
H 0.392272 -1.360768 4.493928 -0.112 -0.192 -0.267 0.048
H 0.972811 2.504129 -4.756931 0.022 -0.130 0.234 0.102
H 3.302899 0.497508 4.153544 -0.105 0.082 -0.078 0.093
H 4.325724 2.885407 -2.429908 -0.065 0.001 0.150 0.093
H -5.902474 -0.250790 1.421640 0.051 0.014 -0.321 0.070
H -4.493869 2.388629 0.613017 0.173 -0.185 0.140 0.093
H 3.945614 0.477270 -3.201010 -0.093 -0.025 0.110 0.100
H -6.319477 0.811691 0.068451 0.080 -0.186 0.120 0.095
H -4.487545 -2.824799 3.588430 0.064 0.266 -0.118 0.095
H 4.448061 -1.261686 1.824505 0.002 0.140 0.028 0.071
H 3.626882 2.989620 2.375147 0.129 -0.215 -0.061 0.073
H 0.529376 -2.460884 3.283674 -0.144 0.202 0.123 0.052
H -3.061673 0.758984 -1.718532 -0.282 -0.087 0.062 0.045
H -3.018436 -4.362751 2.433497 0.059 0.224 -0.217 0.098
```
Positions in Å, forces in eV/Å.

Output
* multiplicity: 1
* DFT total energy: -2090.11595 Ha
* strongest force on any atom: 5.2 eV/Å
* HOMO-LUMO gap: 5.60 eV
* charge: +1

[2]
Here is a structure of composition C32H44AsBrIIrNP2S4 from the Open Molecules 2025 dataset. Energies are from wB97M-V/def2-TZVPD.

```
87
Properties=species:S:1:pos:R:3:forces:R:3:lowdin_charge:R:1
Ir -0.309439 -0.519396 -0.791606 0.440 -0.655 0.570 0.615
I 3.863805 -1.340153 0.501078 -0.022 -0.102 0.115 0.967
Br 4.574740 1.210647 -1.761691 0.008 0.014 -0.015 0.713
As -0.365187 -0.574157 -4.104594 -0.183 -0.256 -0.407 0.047
S -2.174252 -3.321559 -4.902330 0.018 -0.003 -0.022 -0.016
S 0.784581 -0.279154 -5.804114 -0.023 0.003 0.068 -0.159
S -0.640522 -2.901739 -3.756763 0.021 -0.057 -0.067 -0.175
S 1.249029 -0.754815 -2.347618 0.132 0.018 -0.167 -0.077
P -0.474827 1.692939 -0.872458 0.032 0.319 0.015 0.928
P -1.958045 -1.828787 0.177481 -0.075 0.517 0.066 0.933
N -0.023211 -0.059877 1.171088 0.073 -0.186 0.012 -0.162
C 7.567669 -1.490933 -2.637533 -0.013 -0.004 0.022 -0.080
C 0.560227 3.745657 -2.661356 0.078 -0.030 0.002 -0.089
C -1.836882 -1.428053 1.925338 0.227 0.166 -0.015 -0.301
C -4.343694 -0.433310 -0.142255 0.007 0.039 0.020 -0.104
C -2.595053 -1.448113 4.224656 0.074 0.056 0.009 -0.281
C 6.303563 -2.469724 -0.848991 -0.049 -0.073 0.020 -0.160
C 0.901296 0.983117 1.312317 -0.032 0.418 -0.324 -0.339
C 5.665519 -0.334046 -1.735381 0.062 0.080 -0.075 -0.727
C 2.744695 3.105970 1.364696 -0.016 -0.085 0.052 -0.274
C 0.855503 2.006846 0.333897 -0.219 -0.323 0.328 -0.260
C -3.787049 -2.202540 -1.843281 0.066 0.052 0.061 -0.130
C 1.763005 3.054783 0.382756 0.073 0.012 -0.050 -0.046
C -3.559860 -1.890126 5.284583 -0.077 -0.056 0.081 -0.055
C -1.558947 -0.557984 4.513312 -0.120 -0.070 0.080 -0.031
C -1.377433 -3.563427 -0.030941 -0.151 -0.036 0.018 -0.530
C -1.521778 2.449824 -3.312095 -0.075 0.072 0.082 -0.157
C -2.169114 -4.542964 0.835920 0.038 -0.028 -0.051 -0.096
C -0.191221 2.417382 -2.555324 0.045 -0.040 0.105 -0.546
C 5.447570 -1.375596 -0.843913 -0.077 0.071 -0.010 -0.743
C -0.677190 -0.097005 3.560608 0.062 -0.085 -0.172 -0.018
C 3.754194 4.215673 1.395995 0.051 0.070 -0.002 -0.046
C 2.793969 2.076745 2.303227 0.048 0.142 -0.036 -0.038
C 7.360422 -2.527800 -1.739160 0.041 0.024 -0.045 -0.084
C 6.722124 -0.395604 -2.636105 -0.039 0.004 0.016 -0.131
C -2.715715 -1.865394 2.912151 0.009 -0.017 -0.067 -0.052
C -1.777574 4.060687 -0.194749 -0.021 -0.068 -0.036 -0.091
C -2.344426 2.073557 1.202192 0.067 -0.013 0.060 -0.102
C -0.784928 -0.529592 2.225973 -0.417 -0.165 -0.170 -0.312
C 1.894022 1.029346 2.289511 -0.107 0.018 -0.148 -0.090
C -3.709760 -1.799875 -0.365258 0.069 -0.186 -0.062 -0.519
C 0.115753 -3.666136 0.261426 0.062 0.011 0.062 -0.122
C -1.970394 2.536929 -0.197688 0.064 0.140 -0.100 -0.500
H -2.502821 1.002230 1.265439 -0.010 -0.001 0.005 0.033
H -4.231743 -2.543203 0.247808 -0.013 0.015 -0.055 0.103
H -2.160330 3.267271 -2.975623 -0.012 0.045 -0.001 0.071
H -2.772027 2.282673 -0.897683 -0.013 -0.008 0.038 0.093
H -3.242094 -4.503578 0.648470 -0.031 0.010 -0.013 0.070
H -3.265064 2.575901 1.504253 -0.021 -0.009 0.014 0.093
H -1.315377 2.594225 -4.372619 0.011 -0.010 -0.033 0.086
H -4.394686 -1.192525 5.377749 -0.019 0.009 0.007 0.082
H -1.794445 4.485227 -1.194391 0.022 0.030 -0.037 0.058
H 6.129207 -3.281149 -0.156306 0.007 0.000 0.015 0.090
H -1.567269 2.343229 1.921318 0.003 -0.002 -0.007 0.090
H -2.069254 1.511370 -3.217641 -0.037 0.048 0.029 0.027
H -3.523008 -2.537989 2.640455 -0.013 -0.009 0.013 0.114
H 1.618541 3.617980 -2.436928 -0.016 0.002 -0.006 0.069
H 8.018739 -3.385411 -1.732576 0.007 -0.020 -0.003 0.106
H 0.068159 0.622268 3.854898 0.060 0.045 -0.025 0.096
H 0.441260 1.663301 -3.027581 -0.001 0.095 0.032 -0.003
H 8.387238 -1.531410 -3.341491 0.011 -0.005 -0.015 0.107
H -3.219582 -1.505421 -2.467635 -0.035 -0.015 0.041 0.051
H 3.578505 4.928426 0.591615 0.005 0.022 -0.010 0.076
H 0.719585 -3.031284 -0.391901 0.007 -0.012 -0.028 0.012
H 0.328855 -3.399903 1.299208 0.016 0.032 0.025 0.082
H -4.485031 -0.206211 0.914596 0.046 0.006 0.005 0.076
H 0.491273 4.091524 -3.693953 0.003 -0.021 -0.024 0.090
H -2.586957 4.520389 0.373752 -0.028 -0.003 -0.001 0.085
H -1.838329 -5.559057 0.616079 0.008 -0.019 0.006 0.086
H 0.444657 -4.694134 0.103819 0.023 -0.015 0.004 0.089
H 6.869928 0.416661 -3.333302 0.005 0.014 0.002 0.099
H 3.717449 4.758248 2.341626 0.003 0.011 0.013 0.082
H -3.397325 -3.200549 -2.039549 -0.021 0.005 0.023 0.046
H 3.580934 2.080253 3.048178 0.017 0.010 0.013 0.123
H -5.316543 -0.402979 -0.633483 -0.049 -0.005 0.025 0.086
H -1.447662 -0.196297 5.528926 -0.010 0.005 0.035 0.117
H 2.000757 0.216205 2.993440 -0.036 -0.019 0.038 0.110
H 1.729920 3.838009 -0.362179 -0.006 0.009 0.047 0.091
H -3.724040 0.347508 -0.585633 -0.030 0.003 -0.036 0.053
H -0.840125 4.340917 0.289563 0.011 -0.004 0.029 0.078
H -1.992152 -4.356926 1.896441 0.002 0.007 -0.003 0.074
H 4.765676 3.823985 1.280376 0.021 -0.008 -0.007 0.083
H 0.160266 4.531315 -2.025190 -0.029 0.038 0.024 0.060
H -1.545039 -3.789773 -1.087162 0.037 0.027 -0.014 0.066
H -4.825975 -2.180608 -2.172357 -0.032 0.006 -0.008 0.087
H -3.973717 -2.871768 5.055619 -0.022 -0.012 0.001 0.076
H -3.075540 -1.951181 6.258552 0.009 -0.005 0.020 0.077
```
Positions in Å, forces in eV/Å.

Output
* multiplicity: 2
* DFT total energy: -8787.86108 Ha
* strongest force on any atom: 1.0 eV/Å
* HOMO-LUMO gap (alpha / beta): 5.84 / 5.59 eV
* expectation value of S²: 0.76

[3]
Here is the ion C4H9INO with charge +1 from the Open Molecules 2025 dataset. Energies are from wB97M-V/def2-TZVPD.

```
16
Properties=species:S:1:pos:R:3:forces:R:3:lowdin_charge:R:1
I -2.803449 0.152092 -0.312517 0.187 -0.426 0.347 1.006
O -0.708975 -1.173642 1.516027 -0.918 0.009 2.006 0.022
N -0.459352 -2.791918 -0.387250 0.993 4.495 -4.462 0.241
C 0.089901 1.979762 -0.439113 -0.322 0.747 1.679 -0.107
C -0.906614 -0.083001 0.649717 0.066 -0.887 -1.712 -0.793
C -0.108669 -1.325573 0.343933 2.013 -1.577 -0.527 -0.243
C -0.191313 1.202576 0.873424 0.245 1.548 2.266 -0.296
H -0.903044 2.150474 -0.936393 1.425 0.195 0.052 0.036
H -1.201182 -2.684439 -1.169687 0.538 -0.768 2.288 0.182
H -0.754790 1.820635 1.709627 0.334 -0.948 -2.124 0.167
H 0.745612 1.121846 1.483345 -0.367 -0.828 -0.869 0.134
H 0.389574 -2.903360 -1.004736 -0.758 0.078 0.749 0.169
H 1.014780 -1.388998 0.362899 -1.132 0.392 -0.139 0.176
H 0.865496 1.493428 -1.049813 -0.621 -0.020 0.006 0.082
H 0.563294 2.910698 -0.023709 -0.694 -0.452 -1.032 0.098
H -0.398096 -3.563058 0.209460 -0.991 -1.559 1.472 0.125
```
Positions in Å, forces in eV/Å.

Output
* multiplicity: 1
* DFT total energy: -585.14847 Ha
* strongest force on any atom: 6.4 eV/Å
* HOMO-LUMO gap: 9.84 eV
* charge: +1

[4]
Here is an isolated molecule of C20H24O5S from the Open Molecules 2025 dataset. Energies are from wB97M-V/def2-TZVPD.

```
50
Properties=species:S:1:pos:R:3:forces:R:3:lowdin_charge:R:1
S -1.670865 -1.587182 0.073295 0.460 -0.309 0.356 0.682
O -0.793553 1.326734 -0.888244 -0.157 0.080 -0.213 -0.069
O -2.056744 -2.905631 0.499224 0.187 -0.346 -0.110 -0.311
O -2.589332 -0.522666 0.375035 0.038 0.382 -0.155 -0.292
O 2.950634 -1.279530 0.235772 -0.020 0.095 0.109 0.123
O 1.744319 0.282071 1.304194 -0.106 0.112 0.243 0.028
C -2.566555 -1.933617 -3.921046 0.106 -0.175 0.215 -0.257
C -2.531722 2.881016 -0.151907 0.281 -0.151 0.127 -0.017
C -3.688471 2.585994 -2.654554 0.022 -0.034 -0.003 -0.080
C 5.177328 -0.728855 1.897381 -0.225 0.024 -0.080 -0.010
C -0.263966 1.234819 0.413337 0.375 0.189 0.442 -0.139
C -0.067721 -1.254379 0.903253 -0.427 -0.084 -0.658 -0.137
C 0.646146 0.003458 0.433349 -0.201 0.096 -0.651 -0.289
C -1.946804 2.039224 -1.087234 -0.066 0.107 -0.168 -0.266
C -2.528539 1.905726 -2.346596 0.172 -0.074 0.130 -0.013
C -1.770069 -3.128971 -4.430830 -0.122 0.229 -0.026 -0.106
C 6.047978 0.535390 3.736970 -0.018 0.018 0.012 -0.076
C 3.952182 -0.077772 2.030806 0.275 0.091 0.242 -0.126
C -1.335493 -1.645767 -1.709182 -0.155 0.033 0.743 -0.224
C -3.698769 3.555738 -0.470834 -0.079 0.036 -0.076 -0.079
C 3.781838 0.882534 3.025453 -0.052 -0.114 -0.153 -0.013
C -2.666739 -1.890936 -2.395029 -0.248 0.085 -0.129 -0.243
C 6.220900 -0.421094 2.748632 0.041 -0.005 0.013 -0.070
C -4.283725 3.411815 -1.714594 -0.130 0.100 0.038 -0.099
C 4.830447 1.184374 3.873838 0.050 0.050 0.082 -0.072
C 2.864133 -0.439084 1.097870 -0.039 -0.242 -0.315 -0.425
H 6.863470 0.775771 4.402937 0.063 0.020 0.053 0.104
H 5.286870 -1.469936 1.120312 0.014 -0.058 -0.055 0.120
H -3.578309 -1.980771 -4.327947 -0.005 0.090 -0.001 0.109
H -4.150198 4.202884 0.266687 -0.028 0.044 0.061 0.104
H 2.830892 1.381482 3.125190 -0.052 0.051 0.028 0.116
H 7.169662 -0.925531 2.644218 0.068 -0.043 -0.016 0.105
H 1.048214 -0.150764 -0.577689 -0.129 0.067 0.215 0.158
H -1.064503 1.119991 1.149911 0.062 0.100 -0.059 0.122
H -2.184556 -4.054992 -4.039612 -0.009 -0.147 0.028 0.077
H -0.727768 -3.062978 -4.130002 0.150 -0.068 0.003 0.066
H -3.077574 -2.832051 -2.023967 -0.094 0.003 -0.034 0.117
H 0.334045 2.126381 0.649398 -0.096 -0.119 -0.020 0.148
H -5.194455 3.939849 -1.952574 -0.072 0.046 -0.016 0.099
H -0.632048 -2.460354 -1.849153 0.165 -0.084 -0.010 0.108
H -3.345387 -1.089505 -2.094360 -0.058 -0.053 -0.017 0.109
H -1.805674 -3.169534 -5.517026 0.066 -0.070 -0.087 0.070
H 4.700201 1.927985 4.645903 -0.015 0.055 0.055 0.105
H 0.541002 -2.139128 0.732173 0.023 -0.042 0.013 0.109
H -0.901532 -0.691591 -1.988056 0.116 0.084 -0.037 0.088
H -2.107988 -1.010325 -4.281210 -0.057 0.094 -0.058 0.100
H -2.092635 3.020095 0.822988 0.059 -0.021 0.095 0.109
H -0.311054 -1.180854 1.962612 -0.188 -0.030 0.027 0.126
H -4.132299 2.468124 -3.632059 -0.024 -0.014 -0.084 0.104
H -2.054674 1.263827 -3.072424 0.079 -0.100 -0.101 0.107
```
Positions in Å, forces in eV/Å.

Output
* multiplicity: 1
* DFT total energy: -1550.89912 Ha
* strongest force on any atom: 0.8 eV/Å
* HOMO-LUMO gap: 8.92 eV